(1)
This record from OMol25 describes C25H27Cl3N2O3Sn as an isolated structure in a non-equilibrium geometry. The level of theory is ωB97M-V/def2-TZVPD.

```
61
Properties=species:S:1:pos:R:3:forces:R:3:nbo_charge:R:1
C -0.783 0.786 -4.757 0.742 -1.366 0.389 -0.137
C -1.635 -0.347 -4.641 1.338 -0.136 0.306 -0.155
C -0.817 -1.496 -4.459 0.497 1.332 0.114 -0.163
C -3.103 -0.360 -4.779 -0.479 -0.042 -0.101 -0.616
C 0.539 -1.068 -4.397 -1.299 0.839 -0.618 -0.078
C 0.565 0.336 -4.631 -1.417 -0.843 0.230 -0.124
C 1.775 1.154 -4.800 0.549 0.507 -0.017 -0.632
C -1.229 2.166 -5.020 -0.176 0.450 -0.163 -0.625
C -1.300 -2.887 -4.416 -0.180 -0.390 0.056 -0.617
C 1.698 -1.953 -4.178 0.370 -0.294 0.020 -0.636
Sn -0.953 0.580 -0.783 0.706 0.219 -1.575 1.671
Cl -3.295 0.736 -0.893 -0.122 -0.184 0.306 -0.506
Cl 0.352 2.282 -1.723 0.381 -0.397 0.032 -0.234
Cl -0.391 -1.708 -0.990 -0.333 0.474 0.213 -0.470
H -3.542 0.605 -4.502 -0.063 -0.067 -0.011 0.195
H -3.554 -1.134 -4.145 -0.103 0.070 -0.035 0.188
H -3.404 -0.576 -5.816 -0.244 0.006 -0.053 0.163
H -2.122 -3.011 -3.699 -0.024 -0.185 0.017 0.182
H -0.492 -3.572 -4.140 -0.098 -0.069 0.047 0.191
H -1.675 -3.201 -5.402 -0.075 -0.211 0.031 0.168
H 1.481 -2.685 -3.387 0.188 0.008 -0.044 0.185
H 2.583 -1.377 -3.881 -0.063 -0.163 0.000 0.201
H 1.955 -2.515 -5.089 0.191 -0.119 0.073 0.165
H 2.616 0.719 -4.246 -0.012 0.249 -0.054 0.194
H 1.645 2.181 -4.438 0.209 -0.207 0.021 0.245
H 2.072 1.204 -5.859 0.127 0.052 -0.022 0.157
H -2.080 2.442 -4.381 0.068 0.126 -0.057 0.185
H -1.560 2.278 -6.064 -0.060 0.228 -0.038 0.164
H -0.421 2.881 -4.845 -0.112 0.033 0.029 0.218
O 2.274 3.405 -2.568 0.247 0.525 0.915 -1.159
H 2.715 3.672 -1.729 -0.478 -0.245 -0.734 0.400
O -1.655 2.723 1.639 0.707 -0.862 0.806 -0.609
C -0.916 1.832 2.024 0.244 -0.486 -0.235 0.802
N -0.382 1.602 3.293 -1.049 1.079 -0.435 -0.651
C 0.312 0.333 3.395 0.562 -0.021 0.799 -0.062
C 0.597 0.099 1.903 0.741 0.295 -1.569 0.716
O 1.531 -0.484 1.372 -1.366 0.184 1.059 -0.559
N -0.389 0.800 1.220 0.018 0.238 0.557 -0.855
C 1.553 0.553 4.274 -0.168 -0.034 -0.106 -0.023
C 2.823 0.135 3.875 0.129 0.095 0.347 -0.142
C 3.953 0.530 4.600 -0.413 0.079 0.163 -0.223
C 3.821 1.340 5.729 -0.212 -0.002 -0.070 -0.227
C 2.542 1.694 6.175 -0.349 -0.198 -0.138 -0.222
C 1.403 1.282 5.464 0.664 0.060 0.129 -0.215
C -0.647 -0.762 3.900 -0.045 -0.280 0.287 0.070
C -0.467 -1.406 5.134 -0.376 0.005 -0.268 -0.236
C -1.471 -2.254 5.626 -0.030 0.104 -0.076 -0.224
C -2.657 -2.451 4.911 0.207 0.217 -0.350 -0.229
C -2.809 -1.862 3.645 0.577 0.142 0.288 -0.189
C -1.788 -1.047 3.138 -0.601 -0.192 0.139 -0.225
H -0.660 2.183 4.075 0.048 -0.387 -0.283 0.408
H 2.920 -0.481 2.986 0.010 0.216 0.122 0.257
H 4.931 0.208 4.262 -0.035 0.092 0.035 0.211
H 4.704 1.706 6.257 -0.262 -0.187 -0.120 0.205
H 2.409 2.297 7.078 0.131 -0.208 -0.306 0.204
H 0.408 1.538 5.852 0.437 -0.040 -0.258 0.205
H 0.438 -1.225 5.720 -0.334 -0.102 -0.210 0.221
H -1.329 -2.748 6.591 -0.059 0.176 -0.286 0.202
H -3.463 -3.057 5.321 0.252 0.054 -0.049 0.204
H -3.716 -2.017 3.055 0.328 -0.003 0.194 0.219
H -1.910 -0.602 2.144 -0.027 -0.233 0.557 0.247
```
Positions in Å, forces in eV/Å.

Output
- Frontier orbital gap: 3.29 eV
- LUMO level: 3.73 eV
- Max |F|: 1.76 eV Å⁻¹
- E_tot: -78886.583 eV
- HOMO: 0.4 eV
- Energy above the lowest of the compared OMol25 structures with the same formula, charge and spin: 0.9527 eV
- Net charge: -2

=====

(2)
This record from OMol25 describes C4H6N2O as an isolated structure. The level of theory is ωB97M-V/def2-TZVPD.

```
13
Properties=species:S:1:pos:R:3:forces:R:3:nbo_charge:R:1
C -0.842 1.127 1.635 -0.025 -0.007 0.017 -0.626
C -0.424 0.401 0.391 0.081 0.422 0.082 0.131
N -0.227 0.995 -0.798 0.037 -0.236 0.144 -0.405
C 0.513 0.130 -1.503 0.030 -0.077 -0.072 -0.115
C 0.765 -1.018 -0.751 -0.160 0.255 0.110 0.371
O 1.365 -2.182 -1.090 0.089 0.012 -0.185 -0.650
N 0.236 -0.885 0.476 -0.003 0.033 -0.174 -0.474
H -1.566 1.904 1.377 0.105 -0.134 0.020 0.235
H 0.025 1.604 2.105 -0.098 -0.070 -0.082 0.225
H -1.289 0.444 2.362 0.073 0.093 -0.097 0.224
H 0.801 0.332 -2.530 -0.031 -0.044 0.171 0.204
H 1.665 -2.119 -2.005 -0.029 -0.064 0.123 0.484
H -1.022 -0.734 0.331 -0.070 -0.183 -0.057 0.393
```
Positions in Å, forces in eV/Å.

Output
- Frontier orbital gap: 9.42 eV
- LUMO level: 0.61 eV
- Max |F|: 0.44 eV Å⁻¹
- E_tot: -9270.825 eV
- HOMO: -8.8 eV
- Energy above the lowest of the compared OMol25 structures with the same formula, charge and spin: 2.6768 eV
- Net charge: 0

=====

(3)
This record from OMol25 describes a 2-piece molecular cluster, CH4IPS overall in a non-equilibrium geometry. The level of theory is ωB97M-V/def2-TZVPD.

```
8
Properties=species:S:1:pos:R:3:forces:R:3:nbo_charge:R:1
C -1.188 0.746 0.902 -2.463 -1.566 1.497 -0.818
P -1.207 -0.727 -3.545 -0.527 -0.647 -0.025 0.155
S -2.300 2.070 0.505 0.178 0.716 0.003 0.102
I 0.424 -1.842 -2.142 -0.061 0.410 -0.194 -0.094
H -1.632 0.260 1.892 1.275 0.770 -1.972 0.237
H -0.126 0.938 0.970 0.026 0.078 -0.226 0.224
H -1.530 0.062 0.080 0.991 -0.016 0.679 0.252
H -0.652 0.545 -3.733 0.581 0.255 0.237 -0.058
```
Positions in Å, forces in eV/Å.

Output
- Frontier orbital gap (alpha / beta): 7.46 / 7.03 eV
- LUMO level (alpha / beta): -1.75 / -1.69 eV
- Max |F|: 3.28 eV Å⁻¹
- E_tot: -29323.906 eV
- HOMO (alpha / beta): -9.2 / -8.7 eV
- Energy above the lowest of the compared OMol25 structures with the same formula, charge and spin: 3.3309 eV
- Net charge: 0

=====

(4)
This record from OMol25 describes a 6-piece molecular cluster, C28H34Br2N8O2 overall. The level of theory is ωB97M-V/def2-TZVPD.

```
74
Properties=species:S:1:pos:R:3:forces:R:3:mulliken_charge:R:1
C 0.630 0.962 5.474 0.031 -0.018 0.198 -1.365
C 2.102 0.993 5.871 -0.081 -0.033 -0.015 -0.113
Br 2.126 1.298 7.818 -0.015 -0.136 0.033 -0.120
C 2.915 2.058 5.129 0.042 -0.180 -0.059 -0.620
Br 2.859 1.536 3.240 -0.214 -0.031 -0.111 -0.071
C 4.411 2.256 5.556 -0.052 0.141 -0.060 1.751
C 5.242 2.606 4.381 -0.212 -0.119 0.302 -0.497
N 5.967 2.891 3.542 0.167 0.132 -0.165 -0.589
C 5.066 0.995 6.177 0.322 0.018 -0.116 -0.840
C 5.151 -0.149 5.265 -0.126 0.243 0.263 -0.135
N 5.221 -1.064 4.581 0.005 -0.219 -0.187 -0.438
C 4.598 3.478 6.537 0.234 0.057 -0.005 -0.921
O 3.390 4.120 6.886 0.028 -0.039 -0.176 -0.101
N 3.237 4.163 8.305 0.008 0.079 0.137 0.091
O 2.251 4.696 8.585 -0.016 0.062 0.068 -0.297
H 0.139 0.135 5.987 0.031 0.028 -0.040 0.406
H 0.513 0.827 4.401 -0.001 0.029 0.042 0.370
H 0.139 1.883 5.796 0.030 -0.003 -0.162 0.384
H 2.555 0.009 5.748 0.020 0.080 -0.042 0.405
H 2.392 3.010 5.175 0.093 -0.020 -0.011 0.617
H 6.092 1.256 6.451 -0.081 -0.008 0.028 0.623
H 4.549 0.694 7.088 -0.030 0.055 -0.044 0.462
H 5.220 4.224 6.038 -0.018 -0.054 0.028 0.409
H 5.131 3.159 7.437 -0.202 -0.039 0.022 0.474
C 5.320 1.607 -1.405 -0.024 0.091 -0.030 -0.574
C 6.072 2.740 -1.818 -0.005 0.018 -0.027 -0.505
C 6.465 3.405 -0.684 -0.032 -0.048 0.035 -0.529
N 5.980 2.723 0.395 -0.008 0.051 -0.071 0.134
C 5.284 1.630 -0.035 -0.086 -0.049 0.206 -0.652
H 4.860 0.866 -2.038 0.013 -0.008 -0.004 0.433
H 6.301 3.032 -2.830 0.000 -0.003 0.000 0.407
H 7.050 4.300 -0.558 -0.002 0.004 -0.013 0.397
H 6.117 2.974 1.362 0.029 -0.042 0.011 0.281
H 4.838 0.951 0.675 0.060 -0.054 -0.009 0.708
C -0.314 1.326 -1.240 -0.070 -0.013 0.013 -0.032
C 0.039 2.514 -1.937 -0.060 0.018 -0.058 -0.478
C 1.326 2.829 -1.585 -0.014 -0.052 0.035 -0.599
N 1.757 1.882 -0.703 0.066 0.017 0.070 0.256
C 0.770 0.961 -0.486 0.052 0.061 -0.006 -0.915
H -1.254 0.799 -1.283 0.011 -0.020 0.012 0.425
H -0.576 3.081 -2.618 0.018 0.041 0.017 0.420
H 1.967 3.640 -1.886 0.002 -0.005 -0.007 0.401
H 2.676 1.866 -0.292 0.052 -0.011 -0.109 0.150
H 0.922 0.127 0.177 -0.010 -0.008 -0.008 0.393
C -5.171 0.609 -3.806 -0.007 -0.021 -0.001 -0.817
C -4.451 -0.030 -4.853 -0.023 -0.016 -0.009 -0.091
C -3.145 0.370 -4.754 0.007 0.020 0.006 -0.694
N -3.050 1.224 -3.692 0.017 0.025 0.009 0.067
C -4.276 1.375 -3.107 0.022 0.010 0.007 -0.220
H -6.222 0.516 -3.591 0.000 0.005 -0.003 0.392
H -4.844 -0.713 -5.588 0.011 -0.026 0.020 0.390
H -2.280 0.117 -5.343 -0.004 -0.009 0.002 0.361
H -2.203 1.670 -3.384 0.018 -0.049 0.002 0.222
H -4.407 2.011 -2.248 -0.007 0.003 -0.005 0.382
C -6.331 -4.986 -5.917 -0.060 -0.043 -0.039 -0.511
C -5.174 -5.060 -6.740 0.025 0.025 0.035 -0.336
C -5.069 -3.866 -7.403 -0.006 0.010 0.009 -0.542
N -6.119 -3.080 -7.017 0.013 0.048 -0.017 0.014
C -6.894 -3.753 -6.112 0.024 0.034 0.027 -0.510
H -6.703 -5.748 -5.253 -0.001 -0.011 -0.014 0.506
H -4.493 -5.890 -6.827 -0.006 -0.002 -0.004 0.388
H -4.338 -3.510 -8.108 -0.005 -0.013 -0.010 0.392
H -6.294 -2.147 -7.345 -0.007 -0.014 -0.012 0.224
H -7.769 -3.299 -5.682 -0.010 -0.014 -0.009 0.391
C -4.523 -6.413 -0.873 0.004 -0.005 -0.004 -0.407
C -4.354 -6.356 -2.284 -0.018 -0.011 0.010 -0.449
C -4.837 -5.146 -2.706 0.041 0.045 0.029 -0.461
N -5.288 -4.471 -1.605 -0.017 -0.001 0.012 0.001
C -5.102 -5.234 -0.484 -0.005 0.017 -0.012 -0.497
H -4.251 -7.225 -0.220 0.000 0.001 -0.001 0.385
H -3.927 -7.117 -2.916 0.002 0.003 0.001 0.392
H -4.896 -4.706 -3.687 0.012 -0.016 -0.009 0.456
H -5.693 -3.554 -1.621 0.025 0.003 -0.008 0.195
H -5.393 -4.875 0.488 -0.001 -0.010 0.002 0.368
```
Positions in Å, forces in eV/Å.

Output
- Frontier orbital gap: 7.40 eV
- LUMO level: -0.55 eV
- Max |F|: 0.39 eV Å⁻¹
- E_tot: -185683.573 eV
- HOMO: -8.0 eV
- Net charge: 0